Entry 1:
The following is a quantum chemistry calculation of 8 unconnected molecules or ions with the total composition CH18N2O8 in a non-equilibrium geometry, from OMol25.

Summary:
- highest occupied orbital energy (eV) = -10.312
- gap between HOMO and LUMO (eV) = 10.63
- E (a.u.) = -760.37304
- SMILES = NC(N)=O.O.O.O.O.O.O.O
- relative energy (zero: lowest compared OMol25 entry of this formula, charge and spin) (kcal per mole) = 24.1

Atoms and positions in Å:
O 21.422 -2.035 -26.536
H 21.697 -1.161 -26.246
H 21.981 -2.658 -26.017
O 26.788 -2.355 -23.188
H 27.422 -1.986 -23.842
H 26.988 -3.295 -23.153
O 25.356 -2.858 -25.819
H 25.852 -2.943 -24.989
H 24.450 -2.672 -25.541
O 22.685 -3.292 -24.535
H 23.351 -3.998 -24.520
H 22.730 -2.906 -23.653
O 25.325 -5.709 -25.721
H 26.061 -5.103 -25.856
H 24.681 -5.456 -26.400
O 24.747 -4.797 -23.087
H 25.369 -5.167 -23.734
H 25.109 -5.035 -22.227
O 22.687 -4.815 -26.951
H 22.473 -4.921 -26.017
H 22.213 -5.531 -27.388
C 28.447 -0.593 -25.846
O 28.691 -1.286 -24.851
N 27.548 -0.965 -26.794
N 29.279 0.415 -26.264
H 27.543 -0.454 -27.652
H 26.948 -1.764 -26.670
H 29.199 0.708 -27.215
H 30.068 0.726 -25.731

Cartesian forces (eV/Å) of the 6 atoms listed first:
0.30 -0.29 0.08
-0.01 -0.02 0.01
-0.68 0.75 -0.48
-0.17 -0.15 -0.50
0.21 0.06 0.32
0.09 0.04 0.21

Entry 2:
The following is a quantum chemistry calculation of a molecular structure, C51H45FN5P2PtSe2 in a non-equilibrium geometry, from OMol25.

Summary:
- highest occupied orbital energy (eV) = -4.068
- gap between HOMO and LUMO (eV) = 5.62
- E (a.u.) = -7949.08652
- net charge = -1

Atoms and positions in Å:
Pt -0.941 0.451 0.906
C -1.687 4.734 2.298
C -2.468 3.482 2.708
C -3.054 3.676 4.109
C -3.550 3.132 1.711
C -4.445 4.139 1.383
C -5.489 3.903 0.515
C -5.677 2.626 0.042
C -4.844 1.562 0.381
C -5.309 0.261 -0.261
C -4.970 -1.065 0.409
C -4.824 0.252 -1.713
C -3.713 1.827 1.186
N -2.809 0.792 1.571
C -3.246 -0.005 2.584
C -4.358 0.351 3.385
C -4.832 -0.457 4.393
C -4.259 -1.694 4.651
C -3.171 -2.089 3.890
C -2.674 -1.256 2.914
F -1.594 -1.719 2.220
H -0.896 4.926 3.020
H -2.322 5.617 2.250
H -1.229 4.597 1.323
H -1.769 2.650 2.753
H -3.726 4.531 4.127
H -2.246 3.843 4.818
H -3.602 2.793 4.427
H -4.336 5.121 1.820
H -6.163 4.697 0.234
H -6.523 2.428 -0.600
H -6.408 0.329 -0.267
H -3.912 -1.302 0.309
H -5.531 -1.862 -0.079
H -5.244 -1.050 1.460
H -3.736 0.191 -1.729
H -5.121 1.163 -2.224
H -5.223 -0.605 -2.251
H -4.851 1.291 3.183
H -5.674 -0.118 4.980
H -4.647 -2.339 5.423
H -2.698 -3.049 4.034
Se 4.303 -3.585 -0.651
P 4.222 -1.564 -1.232
C 4.035 -1.309 -3.014
C 4.177 -2.375 -3.901
C 4.088 -2.163 -5.257
C 3.885 -0.877 -5.752
C 3.758 0.189 -4.873
C 3.826 -0.017 -3.512
C 5.744 -0.663 -0.784
C 6.890 -1.412 -0.528
C 8.105 -0.793 -0.316
C 8.197 0.590 -0.370
C 7.056 1.343 -0.608
C 5.836 0.728 -0.814
C 2.869 -0.681 -0.463
C 1.479 -0.803 -0.577
N 0.976 0.051 0.348
N 1.982 0.636 0.957
N 3.115 0.221 0.497
P 0.418 -1.807 -1.619
Se -1.583 -1.125 -1.007
C 0.699 -1.374 -3.326
C 0.774 0.003 -3.616
C 0.724 0.447 -4.917
C 0.582 -0.456 -5.963
C 0.452 -1.816 -5.679
C 0.481 -2.270 -4.384
C 0.618 -3.556 -1.268
C 1.389 -4.391 -2.081
C 1.454 -5.740 -1.804
C 0.790 -6.269 -0.704
C 0.071 -5.432 0.138
C -0.019 -4.083 -0.137
H 4.357 -3.364 -3.497
H 4.181 -2.995 -5.942
H 3.838 -0.710 -6.818
H 3.590 1.185 -5.259
H 3.722 0.810 -2.825
H 6.813 -2.490 -0.481
H 8.980 -1.394 -0.109
H 9.151 1.077 -0.223
H 7.114 2.423 -0.630
H 4.954 1.329 -0.965
H 0.842 0.714 -2.803
H 0.794 1.507 -5.118
H 0.525 -0.106 -6.984
H 0.314 -2.523 -6.487
H 0.310 -3.317 -4.178
H 1.945 -3.975 -2.909
H 2.043 -6.385 -2.441
H 0.853 -7.328 -0.490
H -0.421 -5.832 1.014
H -0.584 -3.431 0.516
N 1.932 4.102 6.618
C 1.571 3.484 5.716
C 1.081 2.763 4.616
C 0.397 1.558 4.797
C -0.138 0.898 3.709
C -0.017 1.417 2.420
C 0.713 2.597 2.243
C 1.245 3.272 3.321
H 0.291 1.149 5.791
H -0.680 -0.023 3.886
H 0.864 2.997 1.250
H 1.799 4.191 3.184

Cartesian forces (eV/Å) of the 6 atoms listed first:
2.07 0.50 -0.76
-0.01 -0.23 0.04
0.12 -0.03 0.04
0.11 -0.16 -0.18
0.04 -0.07 0.01
0.00 -0.01 -0.17

Entry 3:
The following is a quantum chemistry calculation of 11 unconnected molecules or ions with the total composition C38H48BCl41N2O5 in a non-equilibrium geometry, from OMol25.

Summary:
- highest occupied orbital energy (eV) = -8.428
- gap between HOMO and LUMO (eV) = 8.23
- E (a.u.) = -20854.37621
- SMILES = [H]/N=C\CN[C@@H](CCCCCCCCOC)[C@@H](Cc1ccc(C)cc1)O[C@](CCCC)(CC(=O)Cl)B(O)O.ClC(Cl)(Cl)Cl.ClC(Cl)(Cl)Cl.ClC(Cl)(Cl)Cl.ClC(Cl)(Cl)Cl.ClC(Cl)(Cl)Cl.ClC(Cl)(Cl)Cl.ClC(Cl)(Cl)Cl.ClC(Cl)(Cl)Cl.ClC(Cl)(Cl)Cl.ClC(Cl)(Cl)Cl

Atoms and positions in Å:
C 1.399 8.937 -4.132
C 0.410 7.800 -3.486
C 1.222 6.657 -2.574
C 0.122 5.496 -2.235
C 0.298 4.833 -0.703
C 1.833 4.701 -0.249
C 2.904 3.963 -1.223
O 4.072 3.596 -0.619
Cl 2.804 3.561 -3.017
O -0.610 3.743 -0.653
C -0.364 2.594 0.173
C -0.193 2.824 1.789
C -0.876 1.611 2.716
C -0.008 0.982 4.000
C -0.728 -0.189 4.936
C -2.265 -0.754 4.692
C -2.849 -1.886 5.744
C -3.106 -0.150 3.420
C -2.380 1.002 2.509
C 0.722 1.484 -0.459
C -0.054 0.063 -0.880
C -1.132 0.317 -2.133
C -0.249 0.180 -3.545
C -0.562 -1.257 -4.321
C 0.638 -2.352 -3.923
C 0.537 -3.702 -4.855
C 1.117 -4.963 -3.933
C 2.723 -5.102 -4.249
O 3.522 -3.964 -3.755
C 4.041 -4.440 -2.435
N 1.962 1.300 0.355
C 1.982 0.095 1.246
C 2.703 -1.245 0.650
N 3.136 -1.470 -0.629
B -0.354 6.056 0.257
O -1.680 6.677 -0.003
O 0.346 6.563 1.490
H 0.970 9.209 -5.213
H 2.483 8.498 -4.190
H 1.321 9.897 -3.427
H -0.327 7.303 -4.262
H -0.293 8.360 -2.701
H 2.114 6.303 -3.274
H 1.643 7.242 -1.653
H 0.154 4.560 -2.977
H -0.944 5.972 -2.396
H 2.248 5.816 -0.122
H 2.001 4.230 0.837
H -1.384 1.964 0.103
H -0.731 3.810 2.194
H 0.914 2.898 2.168
H 1.077 1.318 4.283
H -0.101 -0.651 5.838
H -2.279 -2.897 5.593
H -2.569 -1.483 6.831
H -4.030 -1.992 5.708
H -4.213 -0.507 3.158
H -3.019 1.452 1.612
H 1.016 1.952 -1.518
H -0.650 -0.299 0.064
H 0.680 -0.760 -1.271
H -1.688 1.350 -2.047
H -1.877 -0.607 -2.149
H -0.443 1.097 -4.262
H 0.923 0.182 -3.339
H -0.536 -1.047 -5.482
H -1.618 -1.673 -4.036
H 0.588 -2.585 -2.755
H 1.661 -1.822 -4.185
H -0.596 -3.886 -5.097
H 1.152 -3.623 -5.851
H 0.533 -5.938 -4.224
H 0.985 -4.734 -2.785
H 3.114 -6.086 -3.707
H 2.889 -5.171 -5.426
H 3.210 -4.963 -1.799
H 4.429 -3.469 -1.860
H 4.980 -5.156 -2.571
H 2.849 1.330 -0.194
H 2.626 0.406 2.204
H 0.941 -0.238 1.686
H 2.905 -2.126 1.431
H 2.882 -0.621 -1.177
H -1.466 7.395 -0.698
H -0.344 6.952 2.130
C -2.583 -6.551 4.911
Cl -3.830 -7.132 3.779
Cl -1.626 -7.933 5.501
Cl -1.511 -5.399 4.075
Cl -3.366 -5.739 6.290
C 1.132 -6.666 0.485
Cl 0.188 -6.470 1.983
Cl 1.824 -5.095 0.008
Cl 2.448 -7.836 0.761
Cl 0.068 -7.265 -0.813
C 6.902 -1.389 -2.849
Cl 6.569 -2.153 -4.423
Cl 8.491 -0.585 -2.903
Cl 5.639 -0.183 -2.495
Cl 6.909 -2.633 -1.574
C -5.296 2.273 -1.971
Cl -4.748 1.809 -0.341
Cl -4.397 1.335 -3.190
Cl -7.039 1.937 -2.130
Cl -5.001 4.012 -2.224
C -6.448 0.006 6.533
Cl -5.082 0.139 5.397
Cl -6.145 -1.328 7.673
Cl -6.619 1.533 7.437
Cl -7.947 -0.317 5.625
C -9.107 -2.566 1.982
Cl -10.051 -2.370 3.481
Cl -8.415 -0.995 1.506
Cl -7.791 -3.736 2.259
Cl -10.171 -3.165 0.685
C -1.038 10.407 3.313
Cl -1.504 8.694 3.164
Cl 0.112 10.594 4.661
Cl -0.272 10.948 1.798
Cl -2.489 11.392 3.629
C 5.107 -5.695 3.326
Cl 5.656 -6.160 4.956
Cl 6.007 -6.633 2.107
Cl 3.365 -6.031 3.167
Cl 5.402 -3.956 3.073
C -9.512 -7.193 1.454
Cl -9.978 -8.907 1.305
Cl -8.362 -7.006 2.802
Cl -8.746 -6.653 -0.061
Cl -10.963 -6.209 1.770
C 11.792 -2.770 -3.015
Cl 11.794 -1.499 -4.264
Cl 10.113 -3.241 -2.649
Cl 12.690 -4.189 -3.612
Cl 12.571 -2.152 -1.537

Cartesian forces (eV/Å) of the 6 atoms listed first:
-1.15 -0.19 0.09
-0.34 0.30 1.26
-0.78 0.92 -1.86
0.45 -0.97 -0.15
0.26 3.34 -0.41
0.61 0.28 -0.10

Entry 4:
The following is a quantum chemistry calculation of a molecular structure, C8H20CoO14P2 in a non-equilibrium geometry, from OMol25.

Summary:
- highest occupied orbital energy (spin up / spin down) (eV) = -9.367 / -9.465
- gap between HOMO and LUMO (spin up / spin down) (eV) = 9.95 / 10.05
- E (a.u.) = -3435.97343
- spin multiplicity = 4
- <S²> = 3.75

Atoms and positions in Å:
Co -0.096 0.915 0.625
O -1.328 4.007 -1.087
C -1.112 2.776 -0.624
O -0.206 2.080 -1.151
O -1.672 2.383 0.415
H -2.062 4.379 -0.579
O 1.776 1.067 3.934
C 1.153 0.948 2.754
O 0.407 -0.056 2.567
O 1.235 1.914 1.881
H 1.615 0.207 4.365
C 1.988 0.019 -3.276
O 2.651 -0.877 -2.336
P 2.755 -0.388 -0.888
O 1.441 -0.252 -0.219
O 3.682 -1.589 -0.283
C 3.225 -2.112 0.972
O 3.704 0.873 -0.793
C 3.186 2.237 -0.757
H 1.306 0.741 -2.777
H 1.436 -0.704 -3.816
H 2.743 0.520 -3.886
H 3.691 -3.101 1.097
H 2.105 -2.100 1.013
H 3.456 -1.401 1.774
H 2.704 2.516 -1.677
H 4.034 2.911 -0.456
H 2.441 2.324 0.065
C -3.589 -0.112 2.006
O -3.836 -0.946 0.870
P -2.632 -1.324 -0.080
O -1.415 -0.586 0.260
O -2.481 -2.893 -0.042
C -1.369 -3.745 0.426
O -3.262 -1.110 -1.523
C -3.392 0.297 -1.806
H -4.561 0.199 2.356
H -2.908 0.720 1.719
H -3.156 -0.662 2.814
H -1.088 -4.523 -0.249
H -1.640 -4.170 1.374
H -0.506 -3.094 0.722
H -4.278 0.671 -1.248
H -3.681 0.198 -2.803
H -2.466 0.840 -1.654

Cartesian forces (eV/Å) of the 6 atoms listed first:
0.45 -0.35 -0.29
-0.50 0.20 -0.61
1.49 -0.20 0.52
0.13 0.11 -0.62
-1.14 0.02 0.98
0.10 0.00 0.07